Entry 1:
C9H17NS as an isolated structure in a non-equilibrium geometry. Source: the Open Molecules 2025 dataset; level of theory: wB97M-V/def2-TZVPD.

```
28
Properties=species:S:1:pos:R:3:lowdin_charge:R:1
C -2.266 -0.546 -0.907 -0.413
C 4.127 0.352 -1.251 -0.237
C 4.613 0.803 0.084 -0.184
C 2.720 -0.253 -1.070 -0.126
C 3.283 1.318 0.677 -0.187
C -5.262 0.756 0.368 -0.356
C -3.773 1.073 0.793 -0.358
C 2.207 0.413 0.241 -0.332
C 1.206 0.031 0.957 0.041
N -4.990 -0.489 -0.285 -0.221
S -3.234 -0.563 0.363 0.910
H -1.617 -1.395 -1.019 -0.014
H -2.655 0.039 -1.730 0.009
H 4.222 1.035 -2.060 0.098
H 4.660 -0.499 -1.603 0.088
H 4.873 -0.061 0.689 0.112
H 5.400 1.545 0.216 0.110
H 2.130 -0.040 -2.046 0.136
H 2.768 -1.379 -0.872 0.131
H 3.325 1.382 1.771 0.114
H 3.072 2.371 0.260 0.145
H -5.899 0.634 1.223 0.077
H -5.830 1.564 -0.216 0.116
H -3.295 1.996 0.189 0.136
H -3.550 1.428 1.796 0.062
H -5.576 -1.287 -0.105 0.056
H 0.624 -0.831 0.736 0.055
H 0.945 0.505 1.814 0.031
```

The calculation puts the total energy at -21929.2108 eV. For the energy above the lowest of the compared OMol25 structures with the same formula, charge and spin, the calculation gives 110.1 kcal per mole. The maximum force is 4.15 eV Å⁻¹. As for the HOMO energy: -8.03 eV.

=====

Entry 2:
An isolated ion of composition C9H17O3P and charge -2 in a non-equilibrium geometry. Source: the Open Molecules 2025 dataset; level of theory: wB97M-V/def2-TZVPD.

```
30
Properties=species:S:1:pos:R:3:lowdin_charge:R:1
C -1.229 1.439 -1.369 -0.093
C -0.354 0.909 -0.295 -0.316
C -1.380 1.004 1.096 -0.234
P -1.944 2.880 1.485 0.108
O -2.292 2.909 3.009 -0.507
O -0.635 3.524 1.079 -0.453
O -3.063 3.125 0.484 -0.489
C -0.478 0.661 2.285 -0.252
C 0.461 -0.572 2.058 -0.214
C 1.200 -0.656 0.742 -0.210
C 0.429 -0.316 -0.536 -0.571
C -0.449 -1.538 -0.745 -0.052
C 1.430 -0.109 -1.720 -0.053
H -1.983 1.959 -0.898 0.004
H -1.630 0.631 -1.823 0.026
H -0.776 2.209 -2.023 0.093
H 0.362 1.700 0.063 0.133
H -2.092 0.117 1.029 0.105
H -1.170 0.443 3.077 0.080
H 0.073 1.577 2.445 0.083
H 1.261 -0.626 2.842 0.100
H -0.083 -1.481 2.170 0.069
H 2.171 -0.032 0.655 0.121
H 1.663 -1.763 0.704 0.134
H 0.055 -2.315 -1.309 0.072
H -1.341 -1.285 -1.199 0.045
H -0.688 -1.802 0.257 0.057
H 2.318 0.508 -1.537 0.069
H 0.929 -0.062 -2.691 0.068
H 1.884 -1.172 -1.821 0.077
```

The calculation puts the total energy at -25039.7634 eV. The charge is -2. For the energy above the lowest of the compared OMol25 structures with the same formula, charge and spin, the calculation gives 0.0 kcal per mole. The maximum force is 5.27 eV Å⁻¹. Its SMILES is C[C@H]1[C@H](P(=O)([O-])[O-])CCCC1(C)C. As for the HOMO energy: 0.40 eV.

=====

Entry 3:
C9H18AlFO9 as an isolated structure in a non-equilibrium geometry. Source: the Open Molecules 2025 dataset; level of theory: wB97M-V/def2-TZVPD.

```
38
Properties=species:S:1:pos:R:3:lowdin_charge:R:1
Al -1.852 1.131 -3.156 1.196
F -0.359 -0.045 -0.995 -0.294
C 1.832 1.483 0.026 -0.020
O 1.954 2.782 -0.495 0.070
C 1.468 3.078 -1.691 -0.563
O 0.924 2.309 -2.438 0.117
O 1.725 4.308 -2.056 0.087
C 2.535 5.158 -1.280 0.001
H 0.909 1.474 0.612 0.108
H 2.713 1.191 0.606 0.132
H 1.810 0.715 -0.758 0.102
H 2.767 6.055 -1.846 0.117
H 3.422 4.692 -0.843 0.121
H 1.992 5.546 -0.407 0.120
C 0.864 -1.527 1.133 -0.031
O 1.425 -1.799 2.385 0.100
C 2.035 -0.762 3.005 -0.543
O 1.887 0.403 2.819 0.202
O 2.739 -1.284 4.010 0.075
C 3.292 -0.397 4.965 -0.009
H 0.488 -2.467 0.742 0.098
H 1.539 -1.131 0.369 0.100
H 0.039 -0.797 1.252 0.128
H 3.387 -0.992 5.876 0.113
H 2.601 0.365 5.339 0.115
H 4.259 0.034 4.717 0.117
C -1.783 -3.021 -0.847 0.000
O -3.176 -3.128 -1.011 0.100
C -3.861 -2.317 -1.777 -0.575
O -3.452 -1.266 -2.226 0.028
O -5.102 -2.777 -1.869 0.059
C -5.962 -2.086 -2.806 0.000
H -1.265 -3.811 -1.403 0.135
H -1.586 -3.169 0.212 0.103
H -1.344 -2.076 -1.193 0.073
H -6.933 -2.384 -2.401 0.109
H -5.931 -2.487 -3.815 0.109
H -6.004 -1.001 -2.756 0.099
```

The calculation puts the total energy at -37341.1235 eV. The charge is +2. For the energy above the lowest of the compared OMol25 structures with the same formula, charge and spin, the calculation gives 2.7 kcal per mole. The maximum force is 2.65 eV Å⁻¹. As for the HOMO energy: -16.74 eV.